169
Properties=species:S:1:pos:R:3:forces:R:3 method="wB97M-V/def2-TZVPD" e_tot_ev=-286028.1941 molar_mass_g_mol=1593.839 fmax_ev_per_a=11.352
C -0.1462 -2.1516 7.3765 0.29 1.47 -3.44
C 0.0963 -1.4806 6.0745 0.27 -2.01 3.20
C -1.1154 -0.8849 5.0710 -0.05 -0.99 5.04
C -1.9612 0.0527 6.1732 0.38 0.86 0.15
C -2.7955 1.2876 5.5393 -0.71 0.63 0.35
C -1.8566 2.5909 5.0745 -1.79 -0.18 0.83
C -2.9292 3.7892 4.6447 1.38 0.94 0.30
C -3.0028 4.0381 3.0258 0.10 0.64 0.04
C -4.4929 3.8315 2.3651 0.13 -0.44 -1.14
C -5.3544 2.5800 2.9895 -0.42 0.72 -0.81
C -6.7638 2.2636 2.1532 0.61 -0.33 0.58
C -7.0675 0.6475 2.4462 -0.55 0.02 0.01
C -8.6705 0.2864 2.4585 0.40 -0.24 -0.37
O -8.9025 -1.0867 3.0179 -1.56 1.29 -1.17
C -10.2898 -1.5106 2.7509 -0.76 -0.88 0.20
O -0.4160 -0.1746 4.0554 -1.41 -1.55 -1.25
S -0.9495 -0.1897 2.4749 -4.44 4.51 -0.28
O -2.2281 0.7502 2.4604 4.70 -3.91 -0.13
O -1.6034 -1.6610 1.9229 1.59 0.22 1.46
C -0.8700 -2.8473 2.3163 -3.49 -2.16 -0.32
C -1.3837 -4.0384 1.2528 -0.65 -0.25 -0.21
C -1.0812 -3.7251 -0.3151 -0.75 -1.19 -0.99
C -2.4450 -3.2183 -1.1410 1.54 1.41 -0.11
C -2.1473 -1.6359 -1.5931 0.13 0.25 -0.29
C -1.4816 -1.5044 -3.0897 -0.39 0.73 -0.12
C -0.6978 -0.0488 -3.2633 -0.03 -0.12 0.30
C 0.9011 -0.1838 -2.8026 -1.11 0.42 0.36
S 0.9753 -2.8212 2.2192 7.21 -4.41 1.77
C 1.7321 -1.6946 0.8974 -0.05 1.65 -1.45
O 1.7443 -2.4861 3.5167 -3.29 0.21 -3.24
O 1.4490 -4.2731 1.8147 -2.62 4.64 0.61
C -1.5082 -3.3270 3.7793 -0.60 -1.37 -0.53
N -0.6763 -4.3771 4.4900 -0.56 1.24 -0.34
C -2.0842 -2.1221 4.7166 0.62 -1.34 1.90
O -3.4336 -1.6094 4.2946 -2.60 -2.53 3.08
C -4.4694 -2.0950 5.2600 -4.39 2.76 4.11
N -5.4223 -2.0744 6.1490 8.26 -0.59 -7.77
H -1.2121 -2.0896 7.8548 2.15 -0.56 -1.06
H 0.6844 -2.8084 7.9269 -1.84 2.07 -1.29
H 1.2409 -1.3084 5.7822 -2.91 -0.64 0.13
H -1.1631 0.5188 6.9292 -1.67 -1.01 -1.80
H -2.6250 -0.6706 6.8523 1.30 1.57 -1.76
H -3.4842 1.7266 6.4106 1.50 -1.00 -1.74
H -3.5700 0.9745 4.6863 2.05 0.57 1.78
H -1.3310 2.9747 6.0589 -0.68 -0.95 -2.11
H -1.1107 2.3345 4.2109 -1.46 0.61 1.82
H -2.4706 4.7853 5.1166 -1.11 -2.06 -0.98
H -3.9722 3.6433 5.1690 2.09 0.11 -1.21
H -2.6884 5.1668 2.8193 -0.67 -2.38 0.40
H -2.1627 3.3789 2.5003 -2.11 1.20 1.07
H -5.1143 4.8452 2.3494 1.28 -2.16 0.35
H -4.3074 3.5748 1.2142 -0.46 0.54 2.37
H -4.6840 1.6179 2.9100 -1.28 1.90 0.44
H -5.6866 2.8521 4.0800 0.87 -0.89 -1.94
H -6.5973 2.4890 1.0044 -0.44 -0.61 2.34
H -7.6433 2.9611 2.5562 1.88 -1.59 -0.87
H -6.6009 0.3427 3.4852 -1.03 0.69 -1.98
H -6.5348 0.0009 1.6297 -0.98 1.20 1.49
H -9.0732 0.2465 1.3543 0.68 0.43 2.03
H -9.2577 1.0719 3.1032 1.02 -1.44 -1.25
H -11.0932 -0.8319 3.2847 1.69 -1.07 -1.05
H -10.5567 -1.5774 1.5993 0.75 0.36 2.18
H -10.4526 -2.6081 3.1824 0.67 2.41 -0.83
H -2.5741 -4.1202 1.3270 2.58 0.56 0.17
H -1.0035 -5.1181 1.5928 -0.43 2.71 -0.71
H -0.2644 -2.9328 -0.5503 -1.29 -1.57 0.75
H -0.7490 -4.7537 -0.8176 -0.51 2.29 1.20
H -3.4146 -3.2534 -0.4868 1.93 -0.17 -1.37
H -2.4917 -3.8490 -2.1257 -0.37 1.14 1.96
H -1.3952 -1.0947 -0.8494 -1.60 -1.28 -1.25
H -3.1316 -0.9981 -1.5843 1.85 -1.24 -0.01
H -0.7404 -2.3832 -3.3264 -1.40 1.64 0.50
H -2.3632 -1.5344 -3.8609 1.69 -0.13 1.35
H -0.8056 0.3858 -4.3637 0.33 -1.14 2.28
H -1.2279 0.7370 -2.5524 1.04 -1.61 -1.47
H 1.1539 -1.3168 -2.5961 -0.29 2.29 -0.67
H 1.6042 0.3289 -3.5887 -1.26 -1.26 1.51
H 1.0438 0.3829 -1.7875 -0.38 -1.09 -2.11
H 2.3678 -0.8043 1.3720 -1.83 -2.12 -0.49
H 2.4834 -2.3005 0.2320 -1.73 0.58 1.58
H 0.9019 -1.2382 0.1709 1.75 -1.00 1.71
H -2.5007 -3.9284 3.4808 2.14 1.56 0.38
H 0.1834 -4.0015 4.9316 -0.75 -0.34 -0.78
H -0.4930 -5.2181 3.8986 -0.13 1.37 0.61
H -2.3419 -2.6541 5.7584 1.31 1.17 -2.31
Cl 3.2652 0.3145 -0.7586 0.54 0.27 0.32
C 4.0269 1.5774 -1.6587 0.32 0.34 -0.55
C 4.3562 2.8129 -1.0888 0.16 0.11 -0.43
Cl 4.0431 3.1825 0.5696 -0.09 -0.18 0.04
C 4.9641 3.7994 -1.8722 0.02 -0.24 -0.40
C 5.2453 3.5545 -3.2177 -0.12 -0.16 0.23
C 4.9222 2.3221 -3.7837 -0.10 0.00 0.34
C 4.3135 1.3353 -3.0059 0.16 0.35 -0.10
H 5.2216 4.7631 -1.4390 -0.11 -0.25 0.04
H 5.7166 4.3250 -3.8234 -0.08 -0.09 0.16
H 5.1434 2.1291 -4.8310 -0.07 -0.02 0.21
H 4.0638 0.3775 -3.4567 0.02 0.23 0.26
Cl -6.2476 -1.3958 -1.6956 0.16 0.10 0.08
C -7.0572 0.0322 -2.2346 -0.38 0.23 -0.19
C -6.5065 1.3103 -2.0840 -0.37 0.18 -0.20
Cl -4.9615 1.5751 -1.3575 0.02 -0.22 0.04
C -7.2151 2.4295 -2.5331 -0.39 -0.21 -0.16
C -8.4667 2.2752 -3.1327 0.23 -0.19 0.13
C -9.0126 1.0017 -3.2874 0.28 -0.05 0.15
C -8.3095 -0.1179 -2.8387 -0.11 0.43 -0.08
H -6.7965 3.4267 -2.4185 0.05 -0.28 0.05
H -9.0148 3.1484 -3.4789 0.15 -0.14 0.08
H -9.9860 0.8801 -3.7569 0.20 -0.02 0.10
H -8.7442 -1.1072 -2.9625 0.23 0.15 0.10
Cl 0.9524 -1.2032 -7.5305 0.15 0.13 0.08
C 0.1428 0.2249 -8.0695 -0.37 0.20 -0.18
C 0.6935 1.5030 -7.9189 -0.43 0.17 -0.22
Cl 2.2385 1.7678 -7.1924 0.02 -0.19 0.06
C -0.0151 2.6221 -8.3680 -0.38 -0.21 -0.17
C -1.2667 2.4678 -8.9675 0.24 -0.19 0.13
C -1.8126 1.1944 -9.1223 0.28 -0.06 0.15
C -1.1095 0.0748 -8.6736 -0.11 0.45 -0.09
H 0.4035 3.6193 -8.2533 0.04 -0.28 0.05
H -1.8148 3.3410 -9.3137 0.15 -0.14 0.08
H -2.7860 1.0728 -9.5918 0.20 -0.02 0.10
H -1.5442 -0.9145 -8.7974 0.23 0.15 0.10
Cl 6.7128 7.4056 -4.0297 -0.01 -0.07 -0.18
C 8.2394 6.8114 -3.4806 0.39 -0.10 0.37
C 9.1426 6.1617 -4.3301 0.29 -0.05 0.40
Cl 8.8186 5.9066 -6.0079 -0.19 0.07 0.02
C 10.3599 5.6949 -3.8238 -0.10 0.17 0.45
C 10.6774 5.8775 -2.4764 -0.19 0.10 -0.33
C 9.7801 6.5293 -1.6316 -0.16 -0.01 -0.32
C 8.5630 6.9950 -2.1324 0.40 -0.20 0.03
H 11.0670 5.1870 -4.4756 -0.25 0.12 0.02
H 11.6244 5.5114 -2.0868 -0.37 0.15 -0.34
H 10.0276 6.6747 -0.5826 -0.09 -0.02 -0.18
H 7.8688 7.5010 -1.4654 0.04 -0.08 -0.27
Cl 3.7128 -2.0816 -3.8831 0.00 -0.23 -0.22
C 5.2394 -2.6758 -3.3339 0.40 -0.10 0.36
C 6.1426 -3.3255 -4.1835 0.30 -0.05 0.36
Cl 5.8186 -3.5806 -5.8613 -0.18 0.09 0.05
C 7.3599 -3.7923 -3.6772 -0.04 0.14 0.45
C 7.6774 -3.6097 -2.3298 -0.27 0.09 -0.20
C 6.7801 -2.9579 -1.4850 -0.13 0.00 -0.28
C 5.5630 -2.4922 -1.9858 0.40 -0.21 0.01
H 8.0670 -4.3002 -4.3290 -0.26 0.13 0.01
H 8.6244 -3.9758 -1.9401 -0.18 0.05 -0.12
H 7.0276 -2.8125 -0.4359 -0.11 -0.01 -0.20
H 4.8688 -1.9862 -1.3188 0.06 -0.07 -0.27
Cl 13.5001 3.0120 -2.7695 -0.05 0.19 0.07
C 13.0471 2.2346 -1.2945 -0.10 -0.40 0.29
C 12.6813 2.9512 -0.1490 -0.08 -0.54 0.21
Cl 12.6368 4.6779 -0.1098 0.30 -0.11 0.19
C 12.3331 2.2643 1.0185 0.05 -0.42 -0.15
C 12.3464 0.8683 1.0435 0.06 0.24 -0.22
C 12.7055 0.1547 -0.0991 0.03 0.32 -0.10
C 13.0558 0.8364 -1.2660 -0.13 -0.07 0.43
H 12.0497 2.8123 1.9141 0.08 0.02 -0.28
H 12.0764 0.3384 1.9540 0.04 0.15 -0.16
H 12.7135 -0.9328 -0.0816 0.02 0.22 -0.05
H 13.3360 0.2711 -2.1519 -0.04 0.27 0.12
Cl -4.4130 -8.0997 1.5169 0.02 0.10 -0.18
C -5.2529 -6.8484 2.3619 -0.20 0.19 0.40
C -5.6055 -5.6375 1.7547 -0.21 0.10 0.53
Cl -5.2447 -5.2892 0.1013 0.08 -0.19 -0.05
C -6.2774 -4.6590 2.4945 -0.01 -0.18 0.38
C -6.5993 -4.8876 3.8338 0.10 -0.11 -0.19
C -6.2528 -6.0958 4.4369 0.13 -0.05 -0.32
C -5.5803 -7.0744 3.7027 -0.20 0.39 0.11
H -6.5535 -3.7141 2.0321 0.09 -0.21 -0.02
H -7.1204 -4.1232 4.4056 0.12 -0.09 -0.16
H -6.5056 -6.2761 5.4793 0.08 0.01 -0.21
H -5.3128 -8.0132 4.1823 0.01 0.15 -0.25